{
  "formula": "C6H10",
  "method": "ωB97M-V with the def2-TZVPD basis set",
  "gap_ev": 9.917,
  "smiles": "CC1=CCCC1",
  "elements": ["H", "H", "H", "H", "C", "C", "H", "C", "H", "C", "C", "C", "H", "H", "H", "H"],
  "positions_angstrom": [[0.22738, -1.98715, 0.51869], [-2.24260, -1.35917, -0.07821], [2.44931, -0.15060, 1.23077], [-0.09267, -1.48857, -1.14330], [-1.54489, 0.77274, -0.28586], [-1.48200, -0.65864, 0.28199], [2.69857, -0.53955, -0.46863], [0.72593, 0.15792, -0.01424], [-1.53338, -0.60262, 1.37687], [-0.08462, -1.13556, -0.09834], [-0.09214, 1.19796, -0.20988], [2.20994, 0.17012, 0.20700], [0.21650, 2.23674, -0.33036], [2.66554, 1.15692, 0.06076], [-1.91854, 0.78145, -1.32041], [-2.19886, 1.43219, 0.29695]],
  "atomic_forces_ev_per_a": [[0.268, 0.320, -0.017], [-0.100, 0.329, 0.072], [-0.095, 0.002, -0.193], [0.149, 0.043, 0.171], [-0.056, -0.007, 0.002], [-0.076, -0.051, 0.003], [0.025, 0.070, 0.054], [-0.115, 0.063, -0.077], [-0.118, -0.046, -0.171], [0.070, -0.009, 0.035], [0.096, -0.149, 0.069], [0.022, -0.038, -0.070], [0.018, -0.258, 0.157], [-0.233, -0.162, -0.023], [0.077, 0.007, 0.104], [0.067, -0.115, -0.117]]
}

=====

{
  "formula": "C6H10",
  "method": "ωB97M-V with the def2-TZVPD basis set",
  "gap_ev": 11.002,
  "smiles": "C#CCC(C)C",
  "elements": ["C", "H", "H", "H", "H", "H", "H", "C", "C", "H", "C", "H", "C", "H", "H", "C"],
  "positions_angstrom": [[-1.81151, -1.78939, 1.14415], [-0.24737, 2.35141, -0.67402], [-1.18311, 1.14519, -1.57583], [1.73559, 1.66221, 0.73942], [-0.28629, -1.35436, -1.58229], [1.22740, 0.48770, -1.39476], [0.99108, -1.77578, -0.44914], [-0.91773, -1.48987, 0.39344], [0.56464, 0.34548, -0.52964], [2.22936, -0.03852, 0.82773], [-0.60858, 1.31673, -0.65822], [0.73779, 0.49520, 1.62853], [0.11452, -1.12882, -0.58587], [-1.29243, 1.21010, 0.19191], [-2.61904, -2.06797, 1.78481], [1.36567, 0.63069, 0.73979]],
  "atomic_forces_ev_per_a": [[0.348, 0.119, -0.301], [-0.056, -0.158, -0.002], [0.090, -0.004, 0.122], [-0.063, -0.151, 0.017], [0.057, 0.063, 0.111], [-0.080, -0.019, 0.124], [-0.161, 0.078, 0.011], [-0.402, -0.113, 0.282], [0.040, 0.040, -0.012], [-0.125, 0.089, -0.008], [-0.045, 0.017, -0.017], [0.085, 0.010, -0.113], [0.010, -0.039, -0.073], [0.099, 0.001, -0.123], [0.185, 0.064, -0.063], [0.019, 0.005, 0.047]]
}

=====

{
  "formula": "C6H10",
  "method": "ωB97M-V with the def2-TZVPD basis set",
  "gap_ev": 10.622,
  "smiles": "C[C@H]1[C@H]2CC[C@@H]12",
  "elements": ["H", "H", "H", "C", "H", "C", "H", "H", "C", "H", "H", "C", "C", "H", "C", "H"],
  "positions_angstrom": [[0.77551, -2.05045, -0.27462], [-1.66454, -1.62238, -0.30695], [0.31782, 1.83917, -0.62558], [-1.39143, 0.60772, 0.21292], [-1.14741, 0.86817, 1.24867], [0.54844, -0.99100, -0.12761], [0.00586, -0.65333, -2.32949], [-1.07748, 1.61188, -1.71960], [-0.95725, -0.80100, -0.17973], [-2.45610, 0.82918, 0.05294], [1.65800, -0.50286, 1.74540], [-0.47922, 1.15195, -0.92898], [-0.07620, -0.28435, -1.30791], [2.65253, -0.56444, 0.28939], [1.66269, -0.26206, 0.68221], [1.62435, 0.82428, 0.54668]],
  "atomic_forces_ev_per_a": [[0.056, 0.360, -0.295], [0.457, -0.036, 0.431], [-0.111, -0.045, -0.196], [0.077, -0.013, 0.070], [0.058, 0.153, -0.194], [0.531, 0.340, -0.015], [-0.072, 0.091, 0.277], [0.150, 0.010, 0.118], [-0.330, -0.005, -0.032], [0.349, -0.168, -0.048], [-0.105, 0.062, 0.029], [-0.025, 0.154, -0.008], [0.110, -0.209, -0.027], [-0.538, -0.030, 0.079], [-0.442, -0.422, -0.410], [-0.165, -0.241, 0.220]]
}

=====

{
  "formula": "C6H10",
  "method": "ωB97M-V with the def2-TZVPD basis set",
  "spin_multiplicity": 2,
  "total_charge": 1,
  "gap_ev": [10.046, 7.642],
  "s_squared": 0.79,
  "elements": ["H", "C", "H", "H", "H", "H", "C", "C", "C", "C", "H", "H", "H", "H", "H", "C"],
  "positions_angstrom": [[0.27304, -1.51111, 0.25144], [0.64835, 0.79948, 1.23163], [0.74549, 0.01564, -1.99730], [0.44873, 1.58807, 1.95577], [-1.88814, 1.50243, 1.66835], [2.22994, -0.34675, 0.25627], [0.02208, -0.76747, -1.81435], [-0.52113, 0.28106, 0.58248], [-0.41515, -0.92581, -0.38729], [1.90162, 0.42531, 0.98250], [0.25033, -1.70390, -2.28663], [-2.59311, 0.71002, 0.14383], [-1.40191, -1.41687, -0.32125], [2.79398, 0.81007, 1.43922], [-0.75634, -0.34055, -2.48486], [-1.73778, 0.88038, 0.78019]],
  "atomic_forces_ev_per_a": [[-0.173, -0.515, -0.933], [-2.442, 0.738, 0.618], [0.989, -0.309, 0.396], [0.229, -0.059, -0.032], [-0.015, 0.030, -0.404], [-0.906, 0.387, 0.323], [-1.040, 1.613, -1.395], [1.489, -0.785, -2.094], [-0.399, 0.175, 2.544], [2.310, -1.613, -1.340], [0.543, -0.426, 0.084], [-0.006, -0.134, -0.129], [0.440, -0.008, -0.165], [-0.137, 0.664, 0.584], [-0.267, -0.451, 0.749], [-0.615, 0.692, 1.194]]
}

=====

{
  "formula": "C6H10BClO2",
  "method": "ωB97M-V with the def2-TZVPD basis set",
  "gap_ev": 6.565,
  "elements": ["H", "H", "H", "H", "H", "H", "H", "C", "C", "O", "H", "C", "O", "H", "Cl", "H", "B", "C", "C", "C"],
  "positions_angstrom": [[4.29937, -1.00117, -0.44256], [0.42687, 2.07065, 1.89047], [2.84178, -2.09581, -0.92173], [-2.24048, -0.73839, 1.63196], [0.79841, 2.55093, 0.13023], [2.02197, 1.45527, 1.15021], [-4.67231, -0.37546, 1.36191], [3.25303, -1.06255, -0.95268], [-1.85220, -0.17306, -0.45841], [0.26236, 0.56841, 0.52446], [-0.22244, -2.04739, -1.17336], [0.93617, 1.76475, 0.99136], [2.46168, -0.23260, -0.15105], [-4.11744, 0.84191, -0.04206], [-2.51185, 0.76396, -1.70445], [3.32355, -0.60384, -1.91503], [1.10833, -0.38827, -0.19462], [-3.90643, 0.12234, 0.71952], [-2.58980, -0.19896, 0.69743], [0.37944, -1.22072, -1.14162]],
  "atomic_forces_ev_per_a": [[-1.628, -0.610, -1.145], [0.070, 0.291, 0.301], [0.596, 0.486, -0.436], [0.210, 0.345, -1.604], [0.609, -1.118, 1.830], [-1.370, 1.130, -0.014], [0.874, 0.962, -0.344], [1.844, -0.262, 1.975], [2.186, -0.551, -2.150], [1.511, -0.552, -0.271], [-0.792, -2.356, -0.115], [0.550, -0.431, -2.253], [-0.480, 0.413, 0.846], [-1.286, 0.000, -0.346], [0.482, 0.526, -0.649], [0.032, -0.253, -0.945], [-1.058, 2.022, 1.104], [0.435, -0.542, 0.050], [-1.609, -1.266, 4.588], [-1.174, 1.765, -0.423]]
}

=====

{
  "formula": "C6H10CdO6",
  "method": "ωB97M-V with the def2-TZVPD basis set",
  "spin_multiplicity": 2,
  "total_charge": 1,
  "gap_ev": [9.472, 6.985],
  "s_squared": 0.75,
  "elements": ["H", "C", "H", "H", "C", "C", "O", "C", "C", "O", "H", "O", "O", "H", "C", "H", "Cd", "H", "H", "O", "O", "H", "H"],
  "positions_angstrom": [[1.58537, 0.57498, -1.87826], [-2.07353, -1.11352, -0.58390], [-0.07871, 2.20488, -1.85096], [0.20479, 2.65632, -0.17715], [1.42506, 0.99984, -0.87645], [-1.13609, 1.08221, -0.36011], [1.29479, 0.26311, 1.42207], [0.10715, 1.79231, -0.84936], [1.09642, -0.68394, 2.32244], [1.17402, -1.87356, 2.13108], [-1.05779, 0.77090, 0.68623], [0.79100, -0.11198, 3.48049], [-1.37311, -0.12377, -1.13925], [2.57769, -0.57603, 0.03605], [1.55930, -0.16803, 0.07910], [-2.01939, 1.71788, -0.49007], [-1.31794, -0.95471, -3.26325], [0.86276, -0.97895, -0.16654], [0.67763, -0.79463, 4.15365], [-2.24022, -1.36604, 0.57393], [-2.07695, -2.07846, -1.51542], [-2.23737, -2.94090, -1.01952], [2.25515, 1.70211, -0.71480]],
  "atomic_forces_ev_per_a": [[0.007, 0.092, 0.151], [2.544, -1.381, 2.936], [0.024, 0.006, 0.217], [-0.029, -0.192, -0.156], [0.228, 0.043, -0.053], [-0.067, 0.710, 0.658], [-0.065, 0.828, -0.564], [-0.064, 0.139, -0.037], [0.059, -1.169, 0.418], [-0.063, 0.389, -0.177], [0.003, 0.034, -0.241], [-0.038, 0.437, 0.108], [-0.776, 0.841, -0.260], [-0.278, 0.026, -0.028], [0.122, -0.372, 0.187], [0.197, -0.135, 0.108], [0.535, 0.282, -1.699], [0.138, 0.058, 0.075], [0.027, -0.159, -0.092], [-0.918, 1.194, -0.876], [-1.400, -2.576, 0.371], [0.050, 1.094, -0.979], [-0.237, -0.189, -0.067]]
}

=====

{
  "formula": "C6H10Cl2N2O",
  "method": "ωB97M-V with the def2-TZVPD basis set",
  "gap_ev": 8.516,
  "smiles": "CC[C@@H](O)C1N(Cl)C=CN1Cl",
  "elements": ["O", "H", "C", "C", "C", "H", "N", "H", "H", "C", "H", "C", "C", "Cl", "N", "H", "H", "Cl", "H", "H", "H"],
  "positions_angstrom": [[1.21503, -1.06696, 0.37676], [-0.57065, -1.64713, -0.47627], [0.49608, -0.24623, -1.73772], [-0.88489, 0.33307, 0.50544], [0.08365, -0.76562, -0.37876], [1.18541, 0.58573, -1.59920], [-0.19504, 1.60520, 0.58547], [0.44237, 2.78048, 2.24607], [0.54723, -2.25157, -2.54571], [1.18503, -1.37023, -2.50851], [0.92935, -1.34436, 1.25942], [-0.06369, 1.88537, 1.93924], [-0.53692, 0.87439, 2.67873], [-2.68359, -0.67690, 2.29011], [-1.02625, -0.14747, 1.85943], [2.11003, -1.64160, -2.00892], [1.40305, -1.06066, -3.52468], [-0.88593, 2.91482, -0.38421], [-1.82777, 0.39383, -0.04195], [-0.38359, 0.10667, -2.27711], [-0.53890, 0.73916, 3.74236]],
  "atomic_forces_ev_per_a": [[0.340, -0.061, 0.225], [0.068, 0.058, -0.067], [0.045, -0.343, 0.304], [1.126, -1.908, -2.995], [-1.908, 1.476, 1.649], [-0.071, 0.150, 0.004], [0.226, 0.434, -0.490], [0.088, 0.095, 0.122], [-0.041, -0.098, -0.063], [-0.086, 0.209, 0.062], [-0.023, 0.019, -0.183], [-0.241, -0.071, 0.601], [0.025, 0.676, 0.078], [0.461, 0.316, -0.143], [-0.333, -0.710, 0.308], [0.107, -0.077, -0.031], [0.106, -0.002, -0.175], [0.016, -0.340, 0.397], [0.008, 0.102, 0.212], [-0.052, 0.065, 0.012], [0.136, 0.011, 0.173]]
}

=====

The calculation returns the following E_tot values, one per record and in order: -234.5990 -234.5527 -234.5451 -234.2386 -869.9000 -853.5356 -1339.6546 hartree.
The calculation returns the following energy above the lowest of the compared OMol25 structures with the same formula, charge and spin values, one per record and in order: 2.2 31.3 36.0 17.1 81.9 0.0 5.2 kcal/mol.